Here is a 8-piece molecular cluster, C11H32N9O17P overall at a distorted geometry from the Open Molecules 2025 dataset. Energies are from ωB97M-V/def2-TZVPD.

```
! wB97M-V def2-TZVPD RIJCOSX def2/J DEFGRID3
* xyz 0 1
C 8.326 0.195 -0.700
C 7.431 -0.897 -0.100
O 6.462 -1.331 -1.036
C 5.300 -0.586 -0.942
O 4.350 -1.291 -1.708
C 3.344 -0.518 -2.162
O 3.512 0.426 -2.784
N 2.059 -0.987 -1.847
P 1.425 -0.238 -0.430
N 1.589 1.312 -0.342
H 7.996 0.445 -1.689
H 8.395 1.063 -0.067
H 9.324 -0.189 -0.815
H 8.050 -1.756 0.092
H 6.986 -0.590 0.838
H 5.483 0.409 -1.331
H 4.972 -0.548 0.095
H 2.171 -1.977 -1.617
H 0.069 -0.593 -0.414
H 1.993 -0.914 0.675
H 2.096 1.638 -1.162
C 1.234 4.840 -0.779
N 2.025 5.934 -1.409
O 3.189 5.716 -1.676
O 1.439 6.979 -1.618
H 1.871 3.973 -0.654
H 0.881 5.205 0.181
H 0.400 4.619 -1.438
C -0.305 7.294 -4.647
N -1.426 6.455 -4.136
O -2.175 5.949 -4.951
O -1.516 6.330 -2.935
H -0.354 7.313 -5.729
H -0.428 8.289 -4.232
H 0.621 6.845 -4.303
C -5.096 5.210 -5.422
N -6.396 4.776 -6.007
O -6.617 5.054 -7.168
O -7.150 4.167 -5.274
H -4.531 5.735 -6.182
H -5.316 5.860 -4.582
H -4.570 4.320 -5.094
C -3.162 -2.276 -0.450
N -1.796 -2.808 -0.195
O -1.155 -2.318 0.721
O -1.402 -3.699 -0.914
H -3.366 -1.494 0.271
H -3.177 -1.888 -1.464
H -3.859 -3.099 -0.336
C -0.668 -4.990 2.755
N -1.406 -5.634 3.877
O -0.757 -6.148 4.766
O -2.619 -5.601 3.830
H 0.395 -5.099 2.934
H -0.963 -5.492 1.838
H -0.954 -3.943 2.733
C -5.793 -4.198 3.623
N -5.808 -4.455 2.157
O -6.441 -5.402 1.752
O -5.173 -3.684 1.458
H -6.394 -4.955 4.111
H -4.759 -4.249 3.952
H -6.206 -3.206 3.785
C 0.158 -4.686 7.910
N -0.743 -3.550 7.569
O -1.830 -3.508 8.107
O -0.323 -2.743 6.765
H -0.344 -5.323 8.628
H 0.362 -5.222 6.988
H 1.069 -4.268 8.328
*
```

For the total energy, the calculation gives -69411.9547 eV. Its SMILES is CCOCOC(=O)N[PH2]=N.C[N+](=O)[O-].C[N+](=O)[O-].C[N+](=O)[O-].C[N+](=O)[O-].C[N+](=O)[O-].C[N+](=O)[O-].C[N+](=O)[O-]. Its maximum force is 5.5 eV/Å. As for the LUMO energy: -0.2708 eV.